# 1
157
Properties=species:S:1:pos:R:3:lowdin_charge:R:1 method="wB97M-V/def2-TZVPD" homo_ev=-11.687 total_charge=+1 homo_lumo_gap_ha=0.2679 largest_force_ev_per_a=3.769 e_lumo_ev=-4.4
I 1.5855 -5.4629 0.0759 1.262
Br 7.2257 1.4175 3.3166 0.663
Cl 6.6226 -0.9052 0.4766 0.761
Cl 3.3392 1.6078 -0.0855 0.782
S 1.1678 6.8790 -5.3479 0.573
S -3.4774 4.4356 -1.3271 0.571
S -6.6512 9.8509 1.7231 0.566
S 2.9715 -9.7697 2.6460 0.560
S -2.5372 -0.1186 5.2300 0.560
F 0.9282 -5.3532 3.3703 0.139
F 0.6492 -1.4132 3.1575 0.132
F 1.2966 -0.8181 -1.7124 0.030
O -3.2638 -1.2854 4.8366 -0.271
O 3.8849 -2.5252 -7.1423 0.121
O -1.0162 -5.1729 2.3403 0.174
O 4.3703 -10.0241 2.7748 -0.266
O -6.1633 9.1648 0.3732 -0.262
O 2.1776 -10.5026 1.7102 -0.269
O -4.7690 4.9728 -1.0325 -0.273
O -3.1501 0.4560 6.5731 -0.257
O 2.1624 5.6296 -5.3013 -0.262
O 5.0254 -4.5749 -0.1448 0.069
O 1.8751 -3.0338 3.9971 0.184
O -7.9170 9.3058 2.0965 -0.271
O 2.2881 -9.8490 4.0755 -0.262
O 1.7936 -2.4590 -6.4154 0.015
O -2.3415 0.9597 4.3098 -0.279
O -0.1149 6.4387 -5.8028 -0.277
O 1.2967 7.6186 -4.1318 -0.270
O -2.9041 5.1352 -2.6355 -0.260
O -3.2701 3.0219 -1.4172 -0.277
O -5.5612 9.8586 2.6499 -0.278
N 2.6266 -2.8893 1.1343 0.108
N 0.5284 -3.4429 2.0971 0.076
N 2.8933 -2.2645 -1.1297 0.039
N 3.7188 -0.9196 0.6008 0.034
C 1.2925 -3.3943 0.8137 -0.553
C -2.3156 5.1211 -0.1961 -0.111
C 1.0983 -2.6678 3.1399 -0.463
C -5.5605 7.8573 0.4673 -0.255
C 1.4931 -2.1849 -1.4764 -0.364
C 6.2679 1.5552 -0.5962 -0.140
C 1.0981 -2.7779 -5.2259 -0.194
C 0.5660 -2.5288 -0.2702 -0.337
C 4.9925 -3.6194 -0.8685 -0.235
C -0.9817 -0.6132 5.8855 -0.111
C 1.9766 -11.1583 4.6043 -0.245
C -5.5928 0.4211 6.2672 -0.068
C 2.9674 -3.1207 -6.6289 -0.509
C 3.1189 -4.5693 -6.2342 0.026
C 2.7284 -8.0441 2.3868 -0.175
C -0.7031 -3.3028 -0.6507 -0.182
C -4.7536 5.1838 -4.2438 -0.066
C 1.1351 -2.8408 -2.7800 -0.100
C -4.2276 0.0767 0.3391 -0.234
C -1.8218 -2.4451 -1.3026 -0.177
C -6.5780 6.7545 0.6615 -0.074
C 0.8934 3.8064 -4.2880 -0.066
C 3.2013 -11.8712 5.1415 -0.070
C -3.5590 -0.6950 -0.7817 -0.210
C 1.7964 -2.1977 -3.9959 -0.119
C 3.7808 -3.2654 -1.7428 -0.097
C -3.3624 4.6732 -3.9231 -0.249
C 4.6298 0.5335 2.5346 -0.293
C 2.0830 4.7376 -4.1796 -0.259
C -3.2806 0.4277 1.4990 -0.086
C 3.8694 -0.7214 2.0828 -0.095
C 0.1036 -1.2593 0.4458 0.000
C -6.8895 11.4697 1.0752 -0.122
C 1.9740 7.7384 -6.6535 -0.117
C 0.0810 -4.7108 2.5776 -0.555
C -4.3493 1.2599 6.4831 -0.240
C 5.7262 0.1703 3.5488 -0.569
C 5.6882 0.1572 -0.6083 -0.662
C 3.1156 -1.9887 0.2130 -0.270
C -2.9586 -2.0467 -0.3552 -0.180
C 4.1434 0.0478 -0.3941 -0.590
H 3.2171 -7.7892 1.4496 0.037
H -0.0411 4.3587 -4.1937 0.060
H -1.3254 4.7480 -0.4404 0.070
H -1.1451 -1.3008 6.7111 0.082
H 4.2251 -2.8478 -2.6384 0.119
H 0.8821 3.3086 -5.2573 0.088
H -6.0964 5.7868 0.5948 0.049
H -4.4153 1.7881 7.4315 0.124
H -4.8129 7.8540 1.2637 0.114
H -5.0198 4.9306 -5.2697 0.084
H -0.5183 -4.1339 -1.3165 0.065
H 2.8389 -2.4706 -4.0928 0.099
H -2.2901 0.0270 1.3382 0.047
H -5.4992 4.7452 -3.5813 0.072
H -2.2634 -3.0608 -2.0751 0.117
H -0.4408 0.2693 6.2152 0.081
H -5.0338 7.7091 -0.4739 0.112
H 1.3485 -3.9010 -2.7790 0.109
H -2.6086 4.8005 0.8016 0.078
H -1.1463 -3.7236 0.2398 0.102
H 4.1602 -4.8198 -6.2420 0.088
H -4.5259 1.0261 -0.0849 0.083
H 0.9225 3.0506 -3.5008 0.074
H -4.2030 -0.8187 -1.6414 0.115
H 3.3180 -4.2039 -2.0099 0.081
H 2.7716 -4.7455 -5.2249 0.064
H -3.7048 0.0820 2.4277 0.048
H -1.3773 -1.5989 -1.8141 0.098
H 5.8885 -0.2021 -1.6037 0.099
H 1.4703 -11.7533 3.8433 0.116
H 3.0097 4.1656 -4.1890 0.118
H 7.3042 1.4328 -0.8813 0.088
H -3.3210 3.5833 -3.9724 0.115
H 3.9563 1.2003 3.0507 0.118
H -7.3586 6.8155 -0.0965 0.092
H 2.9647 8.0333 -6.3206 0.077
H 1.2636 -10.9842 5.4071 0.122
H 5.1116 1.0862 1.7531 0.002
H -5.5875 -0.0507 5.2854 0.070
H 2.0296 7.0856 -7.5201 0.077
H 6.2762 2.0030 0.3851 0.046
H 5.8175 2.1732 -1.3545 0.081
H 3.3059 -3.6063 1.3780 0.137
H 2.9069 -12.7894 5.6489 0.084
H -7.3043 12.0785 1.8749 0.077
H 1.6626 -7.8458 2.3298 0.045
H 2.0637 5.3047 -3.2465 0.115
H 0.0764 -2.7653 -2.9665 0.117
H 3.8915 -12.1317 4.3404 0.073
H -5.6544 -0.3723 7.0114 0.087
H 4.3716 -1.5755 2.4929 0.118
H -5.9301 11.8652 0.7549 0.074
H 5.4044 0.2987 4.5660 0.060
H 1.6207 -1.1361 -4.0252 0.129
H 3.7335 -0.2107 -1.3460 0.091
H -5.1402 -0.3932 0.6828 0.107
H -3.7538 -2.7684 -0.4717 0.117
H -2.6543 5.0571 -4.6558 0.114
H 2.5526 -5.1876 -6.9163 0.103
H 2.8634 -0.6576 2.4581 0.114
H -3.1730 1.4990 1.5598 0.067
H -6.4824 1.0460 6.3395 0.085
H -4.8019 6.2650 -4.1191 0.088
H -7.0630 6.8288 1.6350 0.075
H 1.3720 8.6150 -6.8805 0.080
H 5.8615 -2.9571 -0.9760 0.085
H 6.1504 -0.8039 3.3755 0.036
H -7.5875 11.4138 0.2446 0.075
H 3.7391 -11.2341 5.8431 0.085
H -2.7315 -0.0788 -1.1256 0.097
H -2.6603 -2.0146 0.6811 0.096
H 0.9163 -3.8395 -5.1107 0.119
H -0.3787 -0.5687 -0.2261 0.098
H -4.2331 2.0106 5.7004 0.116
H 0.9322 -0.7225 0.8937 0.084
H 3.1837 -7.4961 3.2076 0.078
H 0.1247 -2.3178 -5.3142 0.138
H -0.6075 -1.4996 1.2085 0.078
H -0.4419 -1.1093 5.0893 0.037
H -2.3538 6.2048 -0.2691 0.076



# 2
155
Properties=species:S:1:pos:R:3:lowdin_charge:R:1 method="wB97M-V/def2-TZVPD" spin_multiplicity=2 homo_ev="-1.883 / -6.094" total_charge=-1 homo_lumo_gap_ha="0.1224 / 0.2771" largest_force_ev_per_a=3.717 e_lumo_ev="1.4 / 1.4"
Br -1.1826 -2.0520 -4.7430 0.293
Br -1.8513 -0.1555 -7.3390 0.200
Br -4.0981 -0.5794 -4.8437 0.446
S 1.7445 -0.9740 -0.7108 0.784
S -4.6927 2.0009 1.1414 0.689
S -2.4238 -2.7109 4.5742 0.730
S -1.9137 3.7410 -2.4031 0.769
S 1.3201 6.1643 0.1724 0.688
S 4.6607 -4.8166 2.1090 0.673
S 4.9948 4.4053 2.0447 0.753
S -1.6740 -5.5790 -0.1693 0.689
S -6.7872 -2.7480 -0.1298 0.721
S 8.3241 -2.1849 -2.5377 0.689
O 5.3027 -6.0987 2.1696 -0.319
O 4.0955 5.4784 2.5408 -0.366
O 4.9026 2.9939 2.4622 -0.354
O -7.1477 -2.5332 1.2701 -0.362
O -3.8193 -2.9884 4.3324 -0.338
O 2.7393 -1.2957 -1.7684 -0.342
O -5.3170 2.0850 -0.1702 -0.310
O 0.4725 6.2778 -0.9933 -0.350
O 2.6398 6.7780 0.1379 -0.332
O -2.3505 4.3975 -1.1034 -0.383
O 8.6053 -3.6378 -2.3495 -0.362
O -1.6874 -3.3327 5.6866 -0.362
O -2.4164 -4.6762 0.7059 -0.342
O 1.9345 -1.4600 0.6966 -0.363
O -0.8044 2.7915 -2.5328 -0.352
O 9.0071 -1.3034 -1.6270 -0.350
O -0.5604 -5.0992 -0.9762 -0.336
O -3.5657 1.1379 1.3326 -0.334
O 5.3979 -3.6164 1.8541 -0.325
O -7.3570 -3.9511 -0.7648 -0.354
C -4.9697 -2.7906 -0.1288 -0.225
C -5.7997 2.0444 2.6018 -0.219
C -2.2242 -0.3921 -5.3378 -1.527
C -1.5332 5.0502 -3.7421 -0.155
C -1.3849 -3.0774 3.0898 -0.196
C -0.3821 -1.8946 3.1374 -0.236
C 4.9576 4.2240 0.2037 -0.226
C 2.0245 -4.6671 1.5896 -0.225
C 3.4264 -4.4156 3.5623 -0.145
C 8.2259 -1.5540 -4.2326 -0.240
C 0.2738 6.9257 1.4538 -0.201
C -0.9733 -0.5583 3.5968 -0.219
C -0.7615 -0.0256 -0.4810 -0.225
C -5.8628 3.4559 3.0892 -0.208
C -1.9801 -8.2173 -0.0075 -0.239
C 2.0535 -4.0308 2.9323 -0.227
C -2.5130 4.7428 -4.9583 -0.188
C -6.9125 -1.2004 -1.1202 -0.214
C -3.3284 -7.6798 -0.3689 -0.177
C 0.0158 5.8469 2.5448 -0.204
C -3.9560 3.5921 1.5992 -0.267
C 6.5230 -1.9814 -2.1425 -0.191
C -1.1852 -7.0925 0.7541 -0.202
C -0.0330 4.5890 1.7309 -0.237
C 6.7120 -1.2695 -4.5564 -0.168
C -0.0555 -1.3170 -0.9384 -0.176
C -4.5201 -1.5305 -0.8454 -0.206
C 6.3668 4.2543 -0.3338 -0.243
C 5.9134 -0.9463 -3.1905 -0.159
C -2.0799 -0.8194 4.6069 -0.163
C -2.9690 3.3077 -4.7712 -0.267
C 3.4022 -4.7349 0.9570 -0.254
C 0.1649 0.9440 0.1650 -0.259
C -4.4146 4.0232 2.9639 -0.188
C -3.3128 3.0339 -3.3354 -0.233
C 6.8093 4.9398 2.0360 -0.169
C -5.5943 -1.0711 -1.8557 -0.262
C 7.3136 5.0585 0.5489 -0.202
C -2.8649 -6.4479 -1.2876 -0.176
C 1.2024 4.4201 0.7367 -0.149
C 1.4304 0.7929 -0.5675 -0.243
H 3.5013 -5.5651 0.2576 0.117
H 0.8540 7.7728 1.8197 0.094
H 3.9276 -3.8034 4.3120 0.089
H -1.3881 -6.9574 1.8165 0.101
H -0.9879 -4.0923 3.0633 0.091
H 7.3549 4.1063 2.4784 0.091
H -0.9578 5.9353 3.0270 0.110
H 3.5933 -3.7709 0.4856 0.098
H -1.2892 -8.5050 -0.7999 0.118
H -2.9573 -0.2302 4.3402 0.084
H 7.4708 5.9856 -0.0023 0.106
H 6.2434 -2.9648 -2.5204 0.085
H -6.6766 1.5235 2.2173 0.106
H -0.1839 3.7117 2.3598 0.115
H 1.2076 -4.2722 0.9856 0.101
H -6.2861 3.4783 4.0934 0.113
H 6.0283 0.0794 -2.8397 0.097
H -0.2692 -2.2305 -0.3835 0.084
H -3.5267 -1.7373 -1.2437 0.113
H 8.9378 -0.7583 -4.4523 0.095
H 4.8379 -1.0935 -3.2891 0.081
H -1.3630 -0.0761 2.7002 0.084
H -1.2079 0.4456 -1.3567 0.103
H -2.0252 4.6998 -5.9320 0.112
H -3.8798 -8.4388 -0.9237 0.113
H -1.6291 0.2848 -4.7248 -0.089
H -5.3766 1.4500 3.4116 0.108
H 2.1012 4.3647 1.3508 0.065
H 4.4523 3.2802 -0.0010 0.095
H -0.1324 0.0771 3.8746 0.119
H -4.1493 4.3151 0.8067 0.096
H -4.1919 3.6403 -3.1171 0.111
H -6.6274 4.0222 2.5574 0.118
H 6.4873 -1.9177 -1.0550 0.104
H 4.4612 5.0353 -0.3288 0.088
H 6.6998 -0.4768 -5.3044 0.104
H 1.2494 1.1643 -1.5761 0.113
H -4.7479 -2.9212 0.9304 0.094
H 1.9324 -2.9480 2.8999 0.079
H -7.7736 -1.2608 -1.7857 0.101
H 0.8009 5.8051 3.2997 0.117
H -3.9104 -7.2451 0.4438 0.120
H -3.8449 3.1301 -5.3952 0.127
H 1.7008 -5.6985 1.7294 0.108
H -2.3390 -6.7657 -2.1880 0.103
H -0.3839 -1.3331 -1.9777 0.046
H -4.3043 -0.8103 -0.0562 0.083
H 8.3777 4.8302 0.4876 0.107
H -3.3851 5.3935 -5.0228 0.108
H 6.3659 -2.2355 -4.9241 0.106
H -0.1092 -7.1885 0.6090 0.086
H 6.3397 4.6146 -1.3622 0.113
H -5.6268 -1.6739 -2.7632 0.063
H 0.2288 -1.9332 2.2355 0.080
H 0.3294 0.6806 1.2099 0.104
H -4.5725 -3.6949 -0.5898 0.076
H -7.0080 -0.2707 -0.5592 0.092
H -1.7339 -0.5640 5.6085 0.093
H -1.6576 -0.3202 0.0653 0.099
H -2.0273 -2.9778 2.2149 0.070
H -5.3407 -0.0269 -2.0388 0.081
H -0.9259 4.7283 1.1214 0.085
H 1.1395 3.6550 -0.0371 0.090
H -1.7515 6.0176 -3.2897 0.082
H -0.4594 5.0317 -3.9284 0.093
H 7.0357 5.8266 2.6280 0.092
H 1.2182 -4.2539 3.5961 0.104
H -1.9491 -9.0720 0.6683 0.112
H -2.8868 3.4238 1.4703 0.077
H 0.3851 -2.1249 3.8766 0.095
H 8.5856 -2.3283 -4.9103 0.090
H 6.6780 3.2264 -0.5199 0.113
H -3.5239 -5.6180 -1.5425 0.086
H 3.2976 -5.2886 4.2022 0.083
H -4.2947 5.1061 2.9962 0.115
H -2.1199 2.6577 -4.9826 0.102
H -3.4014 1.9879 -3.0420 0.082
H -3.6722 3.5560 3.6109 0.116
H -0.3942 1.8767 0.2402 0.108
H 2.3444 1.1673 -0.1065 0.107
H -0.6158 7.3668 1.0043 0.105



# 3
138
Properties=species:S:1:pos:R:3:lowdin_charge:R:1 method="wB97M-V/def2-TZVPD" homo_ev=-9.506 total_charge=+1 homo_lumo_gap_ha=0.2484 largest_force_ev_per_a=0.820 e_lumo_ev=-2.7
Br 4.4679 -2.4102 -1.0113 0.722
O -3.6202 0.6789 0.8222 0.126
O 0.0719 -1.1935 -6.0773 -0.033
O 6.0350 -4.4636 -5.6441 0.003
O -1.7347 0.5450 1.9708 -0.060
O 2.4946 1.0868 2.8054 0.005
O -9.3662 1.4610 4.8864 0.024
N -1.5908 -3.2664 -2.3035 0.084
N -0.0376 0.1098 -7.9267 -0.186
N -1.5584 -0.9508 -2.4349 0.075
N 1.0468 1.5138 6.8783 -0.120
N 0.4580 -2.0302 -2.0255 -0.041
N 7.3621 -5.0446 -3.8980 -0.198
N 4.1693 -0.4256 2.5992 -0.179
N -3.2630 -1.3220 -4.1345 0.061
N -8.6098 2.5716 3.0581 -0.200
C 0.8058 -0.4821 7.8491 -0.105
C -0.9414 0.3776 -2.2228 -0.093
C 5.1603 0.5275 3.0770 -0.025
C -1.3636 -0.5292 2.8558 -0.149
C 6.8716 -4.1829 -4.8052 -0.375
C 0.5100 0.8630 7.9540 -0.100
C 0.5007 2.2283 -3.1316 -0.178
C -3.0676 0.8189 1.8690 -0.550
C -1.7077 4.0699 2.5611 -0.203
C 1.1815 -2.7018 -3.1183 -0.159
C 3.6864 -3.1257 -2.6412 -0.567
C 2.6231 -2.2011 -3.2463 -0.232
C -0.5127 -1.4969 2.0520 -0.143
C -9.7427 3.4827 3.0690 -0.039
C 4.5877 -1.7662 2.2427 -0.105
C 0.6961 -2.5923 -0.6570 -0.072
C 1.5524 -0.6489 6.6589 -0.107
C 6.8925 -6.4201 -3.9206 -0.037
C -1.1763 4.4269 1.1669 -0.187
C 0.5432 -0.7977 -7.1373 -0.333
C 0.9807 2.9524 6.6587 -0.125
C -1.5657 -3.8193 -0.9170 -0.093
C -0.5795 -3.0992 0.0329 -0.253
C -0.7789 3.7215 4.9289 -0.181
C 8.3378 -4.6477 -2.8994 -0.053
C -3.0079 -0.9864 -2.7485 -0.176
C -7.5926 2.7076 2.0378 -0.059
C 0.2126 0.7173 -3.1546 -0.158
C -0.9729 3.1691 0.3261 -0.202
C -3.7101 1.3675 3.1039 0.039
C -8.5436 1.6186 4.0101 -0.362
C 0.5598 2.7458 -1.6853 -0.201
C -1.3134 0.6786 -7.5187 -0.028
C 2.8907 -0.0267 2.5131 -0.350
C 1.6805 0.6007 6.0805 -0.107
C -0.7351 3.3953 -1.1780 -0.188
C 0.5622 0.5423 -9.1772 -0.043
C -0.9071 -2.0474 -2.2995 -0.307
C -1.2518 -1.9392 0.7882 -0.152
C 0.6840 3.3270 5.2032 -0.163
C -0.9350 4.6911 3.7408 -0.175
H 1.3682 3.4692 -1.5866 0.116
H 0.7542 1.6156 -9.1563 0.094
H -9.6441 4.1826 2.2430 0.085
H 0.0482 5.0012 3.3895 0.098
H 1.4609 -3.3644 -0.7315 0.113
H 7.3794 -6.9750 -3.1231 0.087
H -0.2315 4.9681 1.2236 0.112
H -1.2640 -1.0794 0.1167 0.095
H -2.2529 -1.0533 3.2106 0.135
H -3.3029 0.9106 4.0021 0.094
H 0.0157 0.3371 -4.1534 0.094
H -9.7798 4.0334 4.0088 0.094
H 7.9301 -4.8032 -1.8987 0.087
H 1.9566 -1.5708 6.2780 0.082
H -3.7929 -2.1759 -4.2076 0.077
H -1.3079 2.8025 4.6703 0.093
H -1.5996 3.0149 -1.7225 0.095
H -0.2841 -2.3747 2.6591 0.133
H -0.8139 -0.1178 3.7008 0.129
H -2.5668 -3.7469 -0.4975 0.116
H 1.4788 2.3696 -3.5894 0.110
H -0.1003 0.3193 -10.0141 0.095
H -2.2912 -2.1741 1.0170 0.127
H 6.1356 0.0487 3.0897 0.090
H -2.4214 -1.4036 -4.6892 0.064
H -0.0427 1.3667 8.7275 0.112
H -3.5042 2.4363 3.1582 0.073
H 1.9319 3.3930 6.9617 0.123
H -0.2371 2.7719 -3.7220 0.113
H -7.1228 3.6921 2.0937 0.090
H -1.2144 1.1864 -6.5586 0.085
H -0.1153 2.6302 0.7357 0.113
H 2.1851 0.9114 5.1844 0.084
H -1.4528 5.5894 4.0749 0.110
H -0.6725 0.4476 -1.1706 0.125
H -4.7817 1.2165 3.0359 0.074
H 0.9209 2.4674 4.5808 0.085
H 0.8293 1.9153 -1.0307 0.097
H -1.3011 -4.8713 -0.9878 0.127
H 7.2898 -3.1662 -4.7069 0.134
H 5.3196 -1.7387 1.4332 0.023
H 3.7245 -2.3418 1.9130 0.058
H -1.1576 -3.9018 -2.9606 0.131
H 1.5019 -1.1713 -7.5269 0.140
H 5.0347 -2.2708 3.1007 0.096
H -8.0231 2.5779 1.0429 0.091
H 3.2573 -4.0855 -2.3690 0.052
H 4.4905 -3.3095 -3.3440 0.039
H -0.6936 4.4635 -1.3944 0.114
H 5.1921 1.4011 2.4262 0.095
H 1.5046 0.0214 -9.3296 0.087
H 7.1212 -6.8859 -4.8789 0.096
H -1.2411 4.1120 5.8338 0.106
H -6.8300 1.9463 2.1866 0.059
H -1.6953 2.9853 2.6802 0.063
H -2.0640 -0.1046 -7.4126 0.093
H 0.5170 -1.2584 8.5355 0.088
H 4.9096 0.8642 4.0828 0.093
H 8.5859 -3.5956 -3.0187 0.083
H -0.2640 -3.8492 0.7611 0.145
H 1.1142 0.2247 -2.8000 0.091
H 0.4159 -0.9896 1.7904 0.078
H -1.6406 1.3916 -8.2698 0.091
H 1.1660 -3.7938 -3.0163 0.126
H 2.6843 -1.2174 -2.7907 0.082
H -7.6478 0.9776 3.9154 0.127
H 0.6621 -2.4574 -4.0484 0.106
H -1.8448 2.5270 0.4638 0.085
H -2.7493 4.3869 2.6263 0.111
H 9.2466 -5.2424 -3.0040 0.092
H -3.3999 0.0007 -2.5246 0.120
H -1.7447 1.0883 -2.3861 0.117
H 5.8115 -6.4572 -3.7813 0.087
H 0.2156 3.3381 7.3286 0.116
H -3.4870 -1.6890 -2.0720 0.128
H 1.3468 4.1361 4.9018 0.110
H -1.8843 5.0772 0.6485 0.112
H 2.8524 -2.0763 -4.3036 0.117
H 1.1307 -1.7920 -0.0610 0.109
H 2.2132 -0.8215 2.1531 0.105
H -10.6768 2.9305 2.9672 0.094